ORCA calculation (ωB97M-V/def2-TZVPD) on a 10-piece molecular cluster, C27H79N5O10 overall at a distorted geometry.

Last column: Löwdin charge in e.
Atoms and positions in Å:
1 C -3.417 7.780 -2.697  -0.06
2 O -3.106 6.382 -2.337  -0.22
3 C -3.827 5.352 -3.007  -0.19
4 C -3.063 4.015 -2.729  -0.42
5 C -3.283 3.444 -1.318  -0.05
6 N -1.645 4.001 -2.979  0.05
7 H -2.630 8.439 -2.330  0.09
8 H -4.398 8.002 -2.276  0.08
9 H -3.545 7.861 -3.776  0.08
10 H -4.818 5.387 -2.555  0.12
11 H -4.010 5.578 -4.058  0.11
12 H -3.455 3.287 -3.440  0.12
13 H -3.099 2.374 -1.219  0.05
14 H -4.212 3.818 -0.890  0.08
15 H -2.592 3.866 -0.588  0.07
16 H -1.361 4.339 -2.070  0.06
17 H -1.345 4.703 -3.640  0.08
18 C 0.202 -3.369 3.190  -0.16
19 O -0.981 -3.541 3.882  -0.18
20 C -2.179 -3.514 3.063  -0.18
21 C -3.435 -3.739 3.964  -0.43
22 C -4.632 -4.112 3.173  -0.07
23 N -3.605 -2.463 4.647  0.06
24 H 0.468 -4.084 2.411  0.07
25 H 1.019 -3.417 3.910  0.09
26 H 0.285 -2.371 2.759  0.06
27 H -2.299 -2.598 2.484  0.10
28 H -2.135 -4.230 2.243  0.11
29 H -3.249 -4.656 4.523  0.14
30 H -4.493 -4.611 2.214  0.08
31 H -5.084 -3.123 3.099  0.08
32 H -5.393 -4.690 3.698  0.08
33 H -3.861 -1.820 3.912  0.04
34 H -2.669 -2.191 4.913  0.05
35 C 1.257 2.671 0.441  -0.14
36 O 1.260 2.996 1.770  -0.18
37 C 2.489 2.704 2.495  -0.18
38 C 2.215 2.802 3.986  -0.37
39 C 3.375 2.368 4.926  -0.06
40 N 1.094 1.820 4.266  0.03
41 H 0.298 3.034 0.073  0.09
42 H 1.324 1.595 0.280  0.07
43 H 2.083 3.143 -0.092  0.09
44 H 2.924 1.727 2.282  0.11
45 H 3.261 3.462 2.370  0.12
46 H 1.900 3.828 4.174  0.14
47 H 4.368 2.725 4.651  0.06
48 H 3.460 1.283 4.985  0.07
49 H 3.301 2.761 5.940  0.07
50 H 0.224 2.268 4.013  0.04
51 H 0.957 1.048 3.628  0.04
52 C 3.810 1.352 -2.650  -0.14
53 O 2.925 1.058 -3.657  -0.18
54 C 1.608 1.378 -3.257  -0.21
55 C 0.634 0.662 -4.193  -0.35
56 C 0.841 1.200 -5.709  -0.04
57 N -0.786 0.771 -3.829  0.04
58 H 3.624 0.940 -1.659  0.08
59 H 4.063 2.412 -2.646  0.09
60 H 4.689 0.841 -3.043  0.09
61 H 1.479 1.026 -2.233  0.10
62 H 1.491 2.461 -3.273  0.13
63 H 0.880 -0.400 -4.166  0.12
64 H 1.093 2.251 -5.850  0.07
65 H 0.044 1.106 -6.446  0.06
66 H 1.635 0.570 -6.110  0.06
67 H -1.389 0.349 -4.521  0.06
68 H -1.147 1.714 -3.804  0.04
69 C 6.348 -1.982 3.584  -0.13
70 O 5.601 -1.988 2.398  -0.19
71 C 4.383 -2.739 2.375  -0.17
72 C 3.555 -2.464 1.122  -0.42
73 C 2.823 -1.134 1.126  -0.07
74 N 2.450 -3.413 1.053  0.05
75 H 6.747 -2.972 3.808  0.08
76 H 5.759 -1.740 4.468  0.08
77 H 7.196 -1.302 3.506  0.09
78 H 4.700 -3.782 2.357  0.12
79 H 3.790 -2.530 3.265  0.13
80 H 4.164 -2.486 0.218  0.13
81 H 3.543 -0.324 1.237  0.06
82 H 2.077 -0.852 1.870  0.07
83 H 2.553 -0.955 0.086  0.06
84 H 1.882 -3.279 0.229  0.04
85 H 2.898 -4.318 1.029  0.08
86 C 3.576 -4.135 -2.360  -0.08
87 C 2.271 -3.357 -2.562  -0.28
88 O 1.315 -3.594 -1.506  -0.11
89 H 3.861 -4.153 -1.308  0.05
90 H 4.400 -3.767 -2.971  0.08
91 H 3.403 -5.190 -2.575  0.07
92 H 1.880 -3.648 -3.537  0.11
93 H 2.570 -2.310 -2.609  0.10
94 H 0.455 -3.253 -1.762  0.03
95 C -1.499 0.316 3.662  -0.09
96 C -2.899 0.590 3.118  -0.28
97 O -3.055 -0.374 2.097  -0.10
98 H -0.851 0.485 2.802  0.07
99 H -1.367 -0.684 4.075  0.07
100 H -1.144 1.035 4.401  0.06
101 H -3.045 1.620 2.795  0.12
102 H -3.412 0.232 4.011  0.10
103 H -2.792 0.105 1.307  0.06
104 C -0.584 -0.719 -0.432  -0.16
105 O -0.858 0.644 -0.583  -0.13
106 H -0.353 -1.297 -1.327  0.06
107 H 0.227 -0.755 0.295  0.06
108 H -1.323 -1.364 0.044  0.07
109 H -0.603 0.935 -1.461  0.03
110 C -1.545 -3.057 -4.432  -0.13
111 O -0.965 -3.343 -3.185  -0.14
112 H -2.628 -2.998 -4.327  0.08
113 H -1.130 -2.120 -4.803  0.07
114 H -1.391 -3.913 -5.090  0.08
115 H -1.384 -4.113 -2.792  0.10
116 C -4.201 -0.135 -1.904  -0.18
117 O -5.334 -0.938 -1.919  -0.10
118 H -4.123 0.637 -2.669  0.07
119 H -3.974 0.401 -0.982  0.05
120 H -3.428 -0.898 -1.991  0.08
121 H -5.981 -0.652 -2.569  0.08

Computed properties:
- SMILES = COC[C@H](C)N.COC[C@H](C)N.COC[C@H](C)N.COC[C@H](C)N.COC[C@H](C)N.CCO.CCO.CO.CO.CO
- E_HOMO (eV) = -8.67
- orbital gap (Ha) = 0.3321
- LUMO level (eV) = 0.4
- ΔE to the lowest compared entry with this formula, charge and spin (eV) = 3.819